Record 1
Entry from OMol25: a molecular structure, C2HF5INO4S2 in a non-equilibrium geometry (ωB97M-V with the def2-TZVPD basis set).

The geometry in XYZ format:
```
16
C2HF5INO4S2 (ωB97M-V with the def2-TZVPD basis set)
C -0.6049 -1.6770 1.6273
C 2.3783 1.3438 -0.5709
N -1.3108 -0.5838 -0.5824
O -0.0946 0.9642 0.9584
O -2.4399 0.3448 1.3804
O -0.0035 1.4956 -1.8776
O -0.5704 -0.4898 -2.9903
F -0.4774 -1.6656 2.9776
F -1.4496 -2.6574 1.3790
F 0.5822 -1.8177 1.0021
F 3.4652 1.5511 -1.3383
F 2.8475 1.0985 0.6648
S -1.1560 0.0097 0.8988
S 0.0748 -0.0971 -1.7916
I 0.9580 2.7930 -0.7191
H -2.1989 -0.6121 -1.0181
```

Charge: 0
Gap between HOMO and LUMO (alpha / beta), eV: 7.1 / 7.6


Record 2
Entry from OMol25: a single C5H11NO molecule in a non-equilibrium geometry (ωB97M-V with the def2-TZVPD basis set).

The geometry in XYZ format:
```
18
C5H11NO (ωB97M-V with the def2-TZVPD basis set)
N -2.2182 -2.2525 0.4399
C -1.6099 -1.1104 -0.1357
C -1.0196 -0.1700 0.6166
C -0.3709 0.9946 -0.1194
C 0.9413 0.6286 -0.8727
C 2.0645 0.4170 0.1310
O 2.4796 1.5872 0.8473
H -2.7485 -2.0721 1.2730
H -2.5185 -2.9608 -0.1729
H -1.6908 -1.1289 -1.2147
H -1.1831 -0.2478 1.6778
H -1.0609 1.4202 -0.8461
H -0.0733 1.6908 0.6661
H 1.2009 1.4949 -1.4938
H 0.8274 -0.2199 -1.5419
H 1.7346 -0.2578 0.9262
H 2.8819 -0.1174 -0.3742
H 2.3636 2.3045 0.1935
```

Charge: 0
SMILES string: N/C=C/CCCO
Gap between HOMO and LUMO, eV: 9.1
Energy relative to the best compared isomer or geometry (same formula, charge and spin), kJ/mol: 183.6


Record 3
Entry from OMol25: 16 unconnected molecules or ions with the total composition C36H100B4F16N8O20 in a non-equilibrium geometry (ωB97M-V with the def2-TZVPD basis set).

The geometry in XYZ format:
```
184
C36H100B4F16N8O20 (ωB97M-V with the def2-TZVPD basis set)
C 3.0299 -5.4432 -0.1462
C 2.9278 -5.2515 -1.6418
C 2.0650 -6.3676 -2.2804
O 1.7892 -6.2728 -3.6701
C 0.3896 -6.5844 -3.8657
N 2.1998 -4.0298 -2.0185
H 2.0944 -4.0857 -3.0543
H 1.2404 -3.9964 -1.6765
H 2.6396 -3.1720 -1.7614
H 3.1743 -6.4875 0.1764
H 2.1583 -5.0871 0.3848
H 3.8425 -4.7600 0.2290
H 3.8957 -5.1954 -2.0863
H 1.1107 -6.3088 -1.6349
H 2.4052 -7.3775 -2.0492
H -0.2507 -6.0828 -3.1152
H 0.1887 -7.6374 -3.8889
H 0.1456 -6.0673 -4.8167
C 0.6635 3.4087 -4.6064
C -0.5475 2.5169 -4.2723
C -0.8696 1.5303 -5.3738
O -1.6561 0.4881 -4.8127
C -2.2324 -0.2684 -5.9389
N -0.1436 1.7262 -3.0649
H 0.3103 2.3566 -2.4084
H -1.0401 1.4615 -2.6247
H 0.3523 0.7795 -3.2690
H 1.0370 3.0978 -5.5416
H 1.3911 3.1585 -3.8780
H 0.3942 4.4604 -4.5878
H -1.3799 3.0473 -3.9231
H 0.0591 1.1260 -5.8725
H -1.5004 2.0092 -6.1792
H -1.4591 -0.8632 -6.4657
H -2.7791 0.4768 -6.5792
H -2.8605 -1.0368 -5.5093
C 1.2158 -2.9374 2.6574
C -0.2573 -2.7986 2.9193
C -0.8925 -3.7766 3.8727
O -2.3213 -3.6095 3.7258
C -3.0229 -4.8246 3.8941
N -0.5224 -1.3735 3.4280
H 0.0071 -1.2950 4.3179
H -0.2286 -0.6144 2.7323
H -1.4803 -1.1926 3.7288
H 1.7049 -2.0328 2.2733
H 1.2383 -3.7208 1.9355
H 1.7564 -3.3075 3.5376
H -0.8099 -2.8709 2.0033
H -0.6703 -3.5463 4.9762
H -0.5840 -4.7597 3.5668
H -2.6631 -5.6020 3.2152
H -4.0856 -4.6012 3.6427
H -2.9298 -5.2980 4.9308
C -4.9065 -1.0011 2.3036
C -5.0341 0.4360 2.6935
C -4.7019 0.7541 4.0869
O -3.4133 0.3216 4.3304
C -2.8864 0.6699 5.5756
N -4.1498 1.2563 1.7574
H -3.1861 0.9959 1.6082
H -4.4518 1.2386 0.7755
H -4.1635 2.2453 2.0382
H -5.7509 -1.4409 2.7819
H -3.9435 -1.4663 2.6345
H -5.0739 -1.3013 1.2595
H -6.0033 0.7843 2.4181
H -5.3748 0.0726 4.6834
H -4.9252 1.8001 4.3079
H -3.5380 0.4044 6.4417
H -2.5980 1.7033 5.5468
H -1.9530 0.1511 5.7568
C -2.5882 5.8339 -0.6446
C -1.5729 5.3659 0.3415
C -1.5600 6.1734 1.6346
O -0.4865 5.7727 2.4509
C -0.6772 5.9982 3.7881
N -1.7257 3.8981 0.7398
H -2.0779 3.3353 -0.0716
H -0.8120 3.4833 1.0157
H -2.3651 3.8190 1.4867
H -2.5776 5.1055 -1.4332
H -2.2754 6.8498 -1.0108
H -3.5580 6.0564 -0.2693
H -0.6172 5.4494 -0.2130
H -2.5366 6.0099 2.0771
H -1.4146 7.3075 1.3355
H -1.3975 5.3003 4.1840
H -1.0814 7.0407 3.9384
H 0.2694 5.7984 4.2429
C 1.9339 3.6492 2.9246
C 3.3349 2.8889 2.6960
C 4.1653 2.7863 4.0134
O 5.3268 2.0506 3.6792
C 5.7820 1.2674 4.7545
N 2.9958 1.4792 2.2969
H 2.1674 1.3218 1.6223
H 3.8340 0.8786 2.0803
H 2.5108 0.9700 3.0776
H 2.1586 4.7209 2.9852
H 1.4799 3.4114 3.8766
H 1.1969 3.4082 2.1795
H 4.0192 3.3052 1.9148
H 3.5021 2.3090 4.7244
H 4.4695 3.7448 4.4443
H 6.7249 0.8347 4.5236
H 5.0822 0.4359 5.0121
H 5.9471 1.9485 5.6447
C -2.8007 -3.3441 -3.1075
C -3.1462 -2.0789 -2.3696
C -4.3439 -2.0493 -1.4229
O -5.5446 -2.3165 -2.1958
C -6.6771 -2.0199 -1.4055
N -1.9358 -1.6135 -1.5708
H -1.7235 -2.3143 -0.8550
H -1.1156 -1.5192 -2.1775
H -2.0941 -0.7275 -1.0831
H -2.6365 -4.1844 -2.4376
H -1.9413 -3.1918 -3.6539
H -3.5568 -3.6297 -3.8696
H -3.2737 -1.2804 -3.0476
H -4.4988 -1.0396 -1.0581
H -4.1483 -2.7868 -0.6177
H -6.7319 -2.6210 -0.4688
H -7.5743 -2.1902 -2.0861
H -6.7979 -0.9713 -1.1190
C 5.9529 2.5704 -2.6175
C 5.2888 1.4381 -3.3952
C 6.1261 0.1908 -3.5362
O 5.6222 -0.8735 -4.3153
C 6.4246 -2.0209 -4.4346
N 4.0154 1.1025 -2.6856
H 3.5045 1.8697 -2.2854
H 3.3735 0.5704 -3.2945
H 4.2156 0.4470 -1.8942
H 6.2099 2.3045 -1.6293
H 5.2630 3.4098 -2.5449
H 6.8014 2.9449 -3.1477
H 4.9087 1.9237 -4.3304
H 6.3182 -0.1624 -2.5290
H 7.1050 0.5391 -3.9119
H 6.9429 -2.2238 -3.4494
H 7.2694 -1.8796 -5.2029
H 5.8763 -2.8526 -4.7146
B 4.4312 -1.5851 -0.5095
F 4.7422 -0.2829 0.0183
F 4.6831 -2.5799 0.3863
F 3.0567 -1.5910 -0.8464
F 5.0717 -1.6288 -1.7757
B 2.1832 3.4033 -0.7828
F 0.7167 3.4723 -0.7817
F 2.7952 3.7818 -1.9945
F 2.7259 3.8793 0.3345
F 2.3578 1.8779 -0.8213
B 1.3291 0.3666 5.8227
F 0.4854 -0.6880 5.8400
F 1.9753 0.4558 6.9803
F 2.2693 0.2213 4.7799
F 0.6194 1.5320 5.4516
B -1.0208 -4.8378 -0.0754
F -0.7136 -5.3400 1.2316
F -1.1229 -5.7733 -1.0760
F -2.1340 -3.9739 0.0412
F 0.0848 -3.8965 -0.4044
O 2.5136 -1.8995 -4.4894
C 1.4330 -1.2762 -3.8483
O 0.4609 -2.0209 -3.6866
O 1.5692 -0.0505 -3.5874
H 3.3063 -1.4140 -4.4026
O -3.7041 1.7098 -3.0641
C -3.6213 1.7157 -1.7010
O -4.4873 1.0516 -1.1070
O -2.6235 2.2917 -1.2614
H -4.5276 1.2628 -3.2261
O -5.0041 5.4568 3.4053
C -5.0324 4.2070 2.9760
O -3.8537 3.8228 2.6255
O -6.0168 3.4908 2.9985
H -5.9291 5.7399 3.5146
O 0.3324 -0.0821 -0.7746
C -0.2097 0.2099 0.4829
O 0.6033 0.5765 1.3888
O -1.4275 -0.0007 0.5792
H 1.2431 0.2366 -0.7528
```

Charge: 0
Gap between HOMO and LUMO, eV: 9.4


Record 4
Entry from OMol25: a molecular structure, C5H23N2O7 in a non-equilibrium geometry (ωB97M-V with the def2-TZVPD basis set).

The geometry in XYZ format:
```
37
C5H23N2O7 (ωB97M-V with the def2-TZVPD basis set)
C 3.0199 0.0848 0.7970
O 2.2999 1.0334 1.6318
C 2.3757 -0.2034 -0.5671
C 1.3311 0.9293 -0.9310
C 0.4029 0.6167 -2.0758
C -0.4846 -0.3682 -2.2241
N -1.5490 -0.3284 -3.1559
N 1.8301 -1.5681 -0.4190
H 3.1426 -0.8061 1.4474
H 3.9694 0.6539 0.7845
H 3.1078 -0.4334 -1.3795
H 1.9702 1.7850 -1.2023
H 0.8842 1.2540 0.0065
H 0.4687 1.4271 -2.8107
H -0.5424 -1.2365 -1.5616
H -2.2406 -1.0372 -3.0293
H -1.9478 0.5887 -3.1931
H 1.6529 -2.0605 -1.2804
H 0.9589 -1.4819 0.0988
H -1.9891 0.9140 -0.8203
H -2.1382 0.8339 0.7822
O -2.0458 1.4293 -0.0239
H 0.1247 -3.5687 -0.6202
H -1.2089 -2.9570 0.0958
O -0.7976 -3.7322 -0.4354
H -1.2122 0.2738 2.8396
H -3.1353 0.0860 2.6793
O -2.6551 -0.1032 1.8815
H -0.7824 -2.4097 1.9571
H -1.8351 -1.0710 1.6466
O -1.1264 -1.8652 1.2528
H -0.4835 2.5952 -0.2786
H -1.0040 3.9633 0.0864
O -0.3074 3.5374 -0.4172
H 1.4254 0.6772 1.8278
H -0.8287 1.7237 3.1770
O -0.6502 0.8243 3.4335
```

Charge: -1
Gap between HOMO and LUMO, eV: 8.8
Energy relative to the best compared isomer or geometry (same formula, charge and spin), kJ/mol: 135.3


Record 5
Entry from OMol25: a single C15H13ClN2OS molecule (ωB97M-V with the def2-TZVPD basis set).

The geometry in XYZ format:
```
33
C15H13ClN2OS (ωB97M-V with the def2-TZVPD basis set)
C -4.5638 -1.4768 -0.0988
C -3.2758 -0.7152 -0.1170
C -2.3610 -0.8971 -1.1484
C -1.1754 -0.1909 -1.1770
C -0.8734 0.7252 -0.1768
N 0.3405 1.4564 -0.2226
C 0.6540 2.2364 -1.2882
O -0.0496 2.4084 -2.2529
C 2.0141 2.8926 -1.1139
S 2.5560 2.5850 0.5816
C 1.3424 1.2094 0.7799
C 2.0214 -0.1196 0.6175
C 2.4199 -0.8507 1.7313
C 3.0709 -2.0574 1.5458
C 3.2982 -2.4896 0.2472
N 2.9255 -1.8024 -0.8180
C 2.3095 -0.6505 -0.6371
C -1.7975 0.9247 0.8452
Cl -1.5028 2.1016 2.0804
C -2.9796 0.2048 0.8787
H -5.2377 -1.0823 -0.8588
H -5.0528 -1.3964 0.8680
H -4.3899 -2.5273 -0.3221
H -2.5795 -1.6011 -1.9369
H -0.4760 -0.3348 -1.9849
H 2.7270 2.4746 -1.8277
H 1.9362 3.9660 -1.2805
H 0.9260 1.3020 1.7873
H 2.2231 -0.4724 2.7245
H 3.3938 -2.6482 2.3886
H 3.8017 -3.4255 0.0459
H 2.0321 -0.1275 -1.5439
H -3.6774 0.3785 1.6836
```

Charge: 0
SMILES string: Cc1ccc(N2C(=O)CS[C@@H]2c2cccnc2)c(Cl)c1
Gap between HOMO and LUMO, eV: 9.6
Energy relative to the best compared isomer or geometry (same formula, charge and spin), kJ/mol: 75.3


Record 6
Entry from OMol25: a molecular structure, C38H53MgN4OP2S in a non-equilibrium geometry (ωB97M-V with the def2-TZVPD basis set).

The geometry in XYZ format:
```
100
C38H53MgN4OP2S (ωB97M-V with the def2-TZVPD basis set)
C -1.1293 2.1130 -1.4668
C -1.3151 2.2742 0.8340
C -1.9260 3.2425 -1.6648
C -1.9781 3.5172 0.7108
C -2.2944 3.9990 -0.5469
H -2.2740 3.4760 -2.6702
H -2.2264 4.0473 1.6311
H -2.8320 4.9329 -0.6758
N -0.6353 1.7925 -0.2620
P 0.7705 0.8481 -3.1023
P -0.2225 0.5857 2.9273
C -0.9371 1.0893 -2.5883
H -1.3581 0.1320 -2.2406
H -1.5446 1.4003 -3.4501
C -1.4631 1.5138 2.0522
H -2.0905 2.0550 2.7858
C -1.3616 -0.1402 4.2876
C 1.3889 1.4533 3.6611
C 0.9442 -0.8347 -3.8313
C 1.1389 2.2652 -4.2050
C -1.0734 -1.6487 4.2343
H -0.0240 -1.8790 4.4706
H -1.7098 -2.1468 4.9776
H -1.3040 -2.0634 3.2468
C -1.0894 0.4209 5.6895
H -0.0723 0.2329 6.0566
H -1.3062 1.4946 5.7495
H -1.7779 -0.0882 6.3824
C -2.8525 0.0865 3.9922
H -3.4412 -0.5243 4.6911
H -3.1488 1.1325 4.1454
H -3.1150 -0.2185 2.9772
C 2.1722 0.3830 4.4485
H 2.4827 -0.4466 3.7961
H 3.0829 0.8297 4.8787
H 1.6044 -0.0451 5.2830
C 2.2672 1.9520 2.5017
H 2.7160 1.1264 1.9269
H 1.7111 2.6083 1.8173
H 3.1079 2.5392 2.9104
C 1.0089 2.6530 4.5316
H 0.4634 2.3719 5.4372
H 1.9282 3.1659 4.8592
H 0.4049 3.3751 3.9656
C 2.5141 2.0626 -4.8625
H 2.7406 2.9714 -5.4419
H 3.3031 1.9343 -4.1106
H 2.5335 1.2163 -5.5603
C 1.1973 3.5417 -3.3440
H 0.2310 3.7656 -2.8745
H 1.9603 3.4645 -2.5639
H 1.4674 4.3769 -4.0106
C 0.0594 2.4753 -5.2879
H 0.3857 3.3142 -5.9216
H -0.0814 1.5947 -5.9263
H -0.9090 2.7537 -4.8514
C 0.1574 -1.8734 -3.0027
H -0.9247 -1.6825 -3.0136
H 0.3295 -2.8634 -3.4552
H 0.5054 -1.9271 -1.9598
C 2.4298 -1.2441 -3.7996
H 2.8020 -1.3437 -2.7712
H 2.5098 -2.2291 -4.2864
H 3.0731 -0.5425 -4.3455
C 0.4290 -0.8723 -5.2850
H -0.6184 -0.5473 -5.3589
H 1.0379 -0.2660 -5.9667
H 0.4822 -1.9138 -5.6372
Mg 0.7774 0.1479 0.0813
C 1.9099 0.9500 -1.6347
O 3.0364 1.4480 -1.6148
N -0.8871 -0.7780 0.7001
C -2.0462 -0.5779 0.9985
C -3.3418 -1.1920 0.7555
C -3.2653 -2.5007 0.2537
C -4.5995 -0.5860 0.9751
C -4.4264 -3.2434 0.0471
H -2.2780 -2.9198 0.0482
C -5.7542 -1.3458 0.7679
H -4.6563 0.4477 1.3041
C -5.6728 -2.6695 0.3221
H -4.3348 -4.2678 -0.3213
H -6.7351 -0.9093 0.9656
H -6.5652 -3.2727 0.1813
N 4.1293 0.0560 0.5979
C 3.5768 -1.1949 0.4432
N 2.2706 -1.4342 0.3778
C 2.0153 -2.8203 0.3698
C 0.7575 -3.4289 0.3004
C 0.6753 -4.8194 0.1762
C 1.8454 -5.5942 0.1172
C 3.1054 -4.9838 0.1996
C 3.1834 -3.6048 0.3474
S 4.6295 -2.5962 0.4332
H 5.1281 0.0135 0.7652
H 3.8446 0.7618 -0.1030
H -0.1264 -2.7965 0.3573
H -0.3038 -5.2983 0.1235
H 1.7715 -6.6754 0.0053
H 4.0315 -5.5547 0.1413
```

Charge: +1
Gap between HOMO and LUMO, eV: 6.6
Energy relative to the best compared isomer or geometry (same formula, charge and spin), kJ/mol: 259.1


Record 7
Entry from OMol25: 4 unconnected molecules or ions with the total composition C3H13NO2S in a non-equilibrium geometry (ωB97M-V with the def2-TZVPD basis set).

The geometry in XYZ format:
```
20
C3H13NO2S (ωB97M-V with the def2-TZVPD basis set)
C 2.2537 0.0878 0.4771
N 1.0000 0.4565 1.0801
C -0.1334 -0.3646 0.6686
C -1.4694 0.1940 1.1574
S -2.8298 -0.2617 0.0583
H 2.6457 -0.9256 0.5802
H 3.0923 0.6669 0.8734
H 2.2619 0.3290 -0.5892
H 1.1289 0.4516 2.0936
H -0.0720 -0.5056 -0.4073
H -0.0473 -1.4272 1.0244
H -1.7269 -0.1122 2.1598
H -1.3338 1.2761 1.1259
H -2.5632 -1.8831 0.9275
H -2.0938 -1.6749 -1.9551
H -0.9058 -2.4610 -2.7196
O -1.1933 -2.0109 -1.9143
H 0.5538 2.1697 -0.9716
H 0.3992 3.2239 -2.1174
O 1.0331 2.7713 -1.5519
```

Charge: 0
Gap between HOMO and LUMO, eV: 8.4
Energy relative to the best compared isomer or geometry (same formula, charge and spin), kJ/mol: 259.3


Record 8
Entry from OMol25: 2 unconnected molecules or ions with the total composition C3H10N2 in a non-equilibrium geometry (ωB97M-V with the def2-TZVPD basis set).

The geometry in XYZ format:
```
15
C3H10N2 (ωB97M-V with the def2-TZVPD basis set)
C -3.6176 0.4739 -0.9126
N -2.5996 0.5937 -0.1716
H -3.4768 0.3962 -1.9855
H -4.5714 0.8150 -0.5098
H -2.7855 0.3212 0.7447
C 1.8189 -1.3696 1.0039
C 1.9689 -0.5375 -0.1810
N 2.0629 0.8933 0.1820
H 2.3553 -0.7486 1.6127
H 2.3544 -2.2583 0.8512
H 0.8321 -1.5583 1.3402
H 1.1538 -0.6902 -0.8848
H 3.0625 -0.8342 -0.4880
H 1.1361 1.3814 0.1436
H 2.6753 1.3658 -0.3594
```

Multiplicity: 2
Charge: -1
Gap between HOMO and LUMO (alpha / beta), eV: 2.6 / 6.3
Energy relative to the best compared isomer or geometry (same formula, charge and spin), kJ/mol: 232.4
Expectation value of S²: 0.753


Record 9
Entry from OMol25: a single C4H8O2 molecule in a non-equilibrium geometry (ωB97M-V with the def2-TZVPD basis set).

The geometry in XYZ format:
```
14
C4H8O2 (ωB97M-V with the def2-TZVPD basis set)
O -0.0024 1.7985 1.1923
C 0.4546 0.7016 0.4441
C -0.4864 0.4178 -0.7652
C -0.0618 -1.0001 -1.0894
O 0.3408 -1.6053 0.1388
C 0.3694 -0.6323 1.1698
H -0.7736 1.9243 0.6297
H 1.4728 0.8964 0.0844
H -1.5544 0.4524 -0.4677
H -0.3658 1.0978 -1.6185
H -0.8520 -1.6020 -1.5445
H 0.7914 -0.9598 -1.7775
H 1.2200 -0.8307 1.8286
H -0.5527 -0.6587 1.7751
```

Charge: 0
SMILES string: O[C@@H]1CCOC1
Gap between HOMO and LUMO, eV: 10.7
Energy relative to the best compared isomer or geometry (same formula, charge and spin), kJ/mol: 155.5